# 1
46
Properties=species:S:1:pos:R:3:forces:R:3 method="wB97M-V/def2-TZVPD" charge=0 orbital_gap_ev=6.4 e_homo_ev=-7.6 de_lowest_kcal_mol=25.2 lumo_energy_ev=-1.3
Ti 1.53153 -0.68743 -0.44547 1.78 -0.65 -0.02
S 2.69767 -2.73984 0.95595 0.04 0.32 -0.02
C 2.41823 -1.45403 1.97746 0.03 -0.39 0.41
N 1.71747 -0.39913 1.55244 0.06 0.15 0.55
C 1.42079 0.48890 2.58467 -0.06 0.19 0.29
C 0.60670 1.61569 2.51999 0.00 -0.04 -0.06
C 0.41668 2.37406 3.66259 -0.03 0.02 -0.01
C 1.02322 2.02794 4.86626 0.04 0.03 0.07
C 1.82003 0.89877 4.95156 -0.01 -0.03 -0.04
C 1.99992 0.13284 3.81112 0.02 -0.06 -0.11
S 2.88665 -1.36643 3.65759 -0.14 0.20 -0.17
H 0.12016 1.89409 1.59486 0.02 -0.02 0.00
H -0.21808 3.24916 3.61873 0.01 0.00 -0.01
H 0.86660 2.64125 5.74349 -0.01 -0.01 0.00
H 2.28365 0.60305 5.88324 -0.02 0.05 0.02
S 1.65761 0.46690 -4.08165 -0.23 0.04 0.14
As 1.37957 -1.59943 -4.08588 0.13 0.12 -0.23
S 2.69063 -2.23655 -2.12652 -0.40 0.14 0.22
S 3.61346 -0.56896 -1.47960 -0.27 0.19 -0.11
S -0.67085 -1.99696 -3.02875 -0.05 -0.25 0.50
C -2.49553 1.72413 -3.16544 -0.05 0.05 -0.09
C -1.26959 1.97526 -2.34656 0.08 0.00 0.07
C -0.52763 3.14471 -2.46288 -0.03 -0.20 0.01
C 0.65446 3.28486 -1.75860 0.08 0.02 -0.07
C 1.08280 2.21444 -1.00558 0.14 0.09 0.29
Br 2.72378 2.31108 -0.06908 -0.04 0.23 -0.18
N 0.38096 1.09011 -0.83620 0.15 0.50 -0.38
C -0.79388 1.00276 -1.48461 -0.18 0.08 -0.07
H -3.21966 2.53355 -3.06724 -0.01 -0.02 0.04
H -2.96669 0.78152 -2.89457 -0.02 0.01 0.02
H -2.20980 1.66156 -4.21803 -0.02 -0.04 0.02
H -0.86780 3.93248 -3.12341 0.02 0.05 0.03
H 1.25296 4.18082 -1.82385 0.04 -0.03 0.01
H -1.38084 0.11904 -1.30248 0.06 -0.16 -0.10
N -4.66428 -4.45282 0.17412 0.05 0.01 -0.01
C -3.67193 -3.90562 -0.01947 -0.24 -0.16 -0.01
C -2.45848 -3.18107 -0.23557 0.43 -0.08 -0.09
C -1.49874 -3.63482 -1.06051 -0.31 0.04 0.22
C -0.29875 -2.81350 -1.31748 -0.15 0.24 -1.08
N 0.00738 -1.79270 -0.35024 -0.62 -0.70 -0.57
C -1.01123 -1.39176 0.48444 -0.49 -0.05 0.32
C -2.22550 -1.97334 0.53437 0.17 0.17 -0.03
H -1.59165 -4.56391 -1.60384 -0.04 0.00 0.00
H 0.57248 -3.42524 -1.52781 0.00 -0.09 0.26
H -0.79088 -0.57222 1.15842 0.02 0.07 -0.09
H -2.99362 -1.59321 1.19000 0.05 -0.02 0.08


# 2
42
Properties=species:S:1:pos:R:3:forces:R:3 method="wB97M-V/def2-TZVPD" charge=-1 orbital_gap_ev=5.3 e_homo_ev=-4.1 lumo_energy_ev=1.2
C -6.42598 1.13166 3.84515 -0.17 0.08 0.03
O -6.03011 0.09873 2.97363 0.87 -0.39 -0.13
C -4.69848 -0.25779 3.05869 0.43 -0.20 -0.12
C -3.78293 0.29680 3.96928 -1.47 0.16 -0.26
C -2.46861 -0.07322 3.95680 0.84 -0.97 -0.52
C -1.98967 -1.04215 3.05296 -0.75 0.46 0.22
C -0.59982 -1.42093 2.98820 1.44 0.86 -0.01
C 0.47362 -0.55629 3.11024 -1.19 -0.73 -0.09
C 1.82349 -1.05418 3.11949 0.51 -0.03 -0.15
C 2.87464 -0.21721 3.12034 -0.65 -0.70 0.07
Br 4.64403 -0.80278 3.13342 0.31 -0.35 0.03
C 2.70662 1.21597 3.09479 1.24 1.06 0.04
O 3.66305 1.97655 3.09455 0.00 0.09 0.00
C 1.34882 1.70540 3.05226 -0.90 -0.52 0.05
Br 1.12308 3.55076 2.88686 -0.10 0.40 0.01
C 0.29738 0.87152 3.08343 0.15 0.52 -0.08
C -2.91806 -1.63711 2.18073 0.75 0.15 0.32
C -4.22513 -1.24264 2.17264 -1.03 0.67 0.27
H -7.46990 1.37270 3.64018 0.12 -0.17 -0.09
H -6.33502 0.79638 4.87891 -0.01 0.16 0.15
H -5.81857 2.02189 3.67446 -0.01 0.10 0.13
H -4.12597 1.01227 4.69254 0.04 0.20 0.19
H -1.78634 0.33847 4.67949 0.08 0.13 0.18
H -0.37580 -2.43831 2.70881 0.04 -0.34 -0.04
H 1.99976 -2.11487 3.12297 -0.13 -0.30 -0.08
H -0.68938 1.28934 2.99683 -0.18 -0.03 -0.04
H -2.55706 -2.36726 1.47693 0.09 -0.24 -0.19
H -4.91774 -1.65554 1.46217 -0.19 -0.17 -0.16
N 0.85677 -5.38288 -3.67455 0.11 -0.88 -1.32
C 1.10738 -4.46211 -2.71544 -0.29 0.72 1.30
N 2.04692 -3.50860 -2.86833 -0.74 -1.48 -0.93
C 2.16120 -2.62530 -1.89030 0.15 1.01 0.95
N 1.49388 -2.49450 -0.75649 0.33 0.46 0.12
C 0.56375 -3.44255 -0.57245 -0.28 -0.83 -0.64
C 0.35114 -4.46271 -1.52358 0.45 0.36 -0.08
N -0.62194 -5.27802 -1.06708 -1.08 -1.54 -0.44
C -0.97432 -4.75125 0.10277 0.52 -0.02 -1.02
N -0.30850 -3.64867 0.44407 0.27 1.31 1.37
H 0.16280 -6.10962 -3.57839 0.07 0.47 0.58
H 1.34923 -5.40760 -4.55409 0.18 0.40 0.37
H 2.92005 -1.87097 -2.05385 0.17 0.11 -0.05
H -1.75650 -5.17986 0.71563 0.02 -0.01 0.05


# 3
50
Properties=species:S:1:pos:R:3:forces:R:3 method="wB97M-V/def2-TZVPD" charge=0 spin_multiplicity=2 orbital_gap_ev="7.7 / 8.5" e_homo_ev="-7.6 / -8.3" lumo_energy_ev="0.2 / 0.2"
Ti 0.30035 -0.28055 -0.64473 -1.05 -0.80 -0.11
C 2.60161 -1.63256 -1.85033 0.29 -0.02 -0.01
N 2.43570 -0.58947 -0.82567 0.91 -0.29 -0.20
C 3.06382 0.68228 -1.24874 -0.15 0.25 -0.17
C 2.06905 1.47501 -2.09325 0.03 -0.09 -0.23
N 0.73869 1.29980 -1.53429 0.72 1.45 -0.11
C 0.00466 2.39167 -1.10133 -0.61 0.96 -0.37
C 0.44198 3.30240 -0.13489 -0.08 -0.52 -0.17
F 1.64653 3.10013 0.42033 0.12 0.14 0.10
C -0.34182 4.34785 0.30985 -0.01 0.06 0.01
F 0.11076 5.17493 1.25176 0.03 0.05 0.09
C -1.60977 4.52720 -0.21263 0.03 -0.09 -0.09
F -2.37439 5.52781 0.21403 -0.06 0.10 0.06
C -2.07322 3.67235 -1.20032 0.10 0.05 0.12
F -3.27427 3.87262 -1.73748 -0.11 0.01 -0.04
C -1.26875 2.64536 -1.64486 0.64 0.02 0.08
F -1.67959 1.89646 -2.66079 -0.28 -0.11 -0.14
C 2.97377 -1.00642 0.48822 0.05 0.17 0.26
C 2.18773 -0.26167 1.57493 0.12 -0.32 -0.24
N 0.78849 -0.48334 1.23319 0.38 0.17 0.99
C 0.01616 -1.27040 2.03914 -0.31 -0.73 0.54
C -0.70979 -2.29767 1.42084 0.54 0.05 0.06
F -0.37655 -2.52793 0.11485 -0.37 -0.26 0.40
C -1.61944 -3.10486 2.05821 0.02 0.00 0.01
F -2.30732 -4.02603 1.38356 -0.02 -0.07 0.00
C -1.79281 -2.95508 3.42482 0.12 0.09 -0.07
F -2.67563 -3.70953 4.07778 -0.05 -0.05 0.06
C -1.02625 -2.02014 4.10355 -0.07 -0.13 0.01
F -1.16392 -1.90089 5.42351 -0.03 0.04 0.06
C -0.13985 -1.19964 3.42902 0.02 0.16 -0.37
F 0.55578 -0.29215 4.12653 -0.01 0.07 0.06
H 3.65619 -1.89543 -1.99726 0.00 0.03 0.03
H 2.04727 -2.52155 -1.55232 0.02 -0.02 -0.02
H 2.19230 -1.27823 -2.79559 0.04 -0.02 -0.03
H 3.29579 1.26679 -0.36041 -0.01 -0.07 0.06
H 3.99535 0.48891 -1.79201 0.02 -0.02 0.05
H 2.35703 2.52741 -2.13388 0.05 -0.01 -0.01
H 2.06437 1.09638 -3.12250 0.07 0.08 -0.02
H 2.80330 -2.07714 0.60806 -0.03 -0.01 -0.03
H 4.05290 -0.81755 0.54497 0.00 -0.04 -0.06
H 2.44476 -0.66424 2.55514 0.03 0.05 0.03
H 2.43420 0.80244 1.57127 -0.02 0.01 0.06
C -4.43474 -1.70268 -1.39556 -0.06 0.11 0.14
O -3.19389 -1.80523 -2.10487 0.10 -0.03 -0.01
C -2.12407 -1.16771 -1.66869 -0.36 0.07 -0.24
S -2.14411 -0.17362 -0.29122 -0.62 0.05 0.00
S -0.71436 -1.37710 -2.58050 -0.27 -0.55 -0.46
H -5.06015 -2.50211 -1.77985 0.04 0.01 -0.05
H -4.89747 -0.73413 -1.58434 0.05 0.00 -0.02
H -4.27641 -1.82271 -0.32529 0.01 -0.04 -0.01


# 4
50
Properties=species:S:1:pos:R:3:forces:R:3 method="wB97M-V/def2-TZVPD" charge=-1 orbital_gap_ev=7.5 e_homo_ev=-5.1 de_lowest_kcal_mol=24.1 lumo_energy_ev=2.4
Sn 0.11796 0.76374 -1.35168 0.72 -0.34 0.05
S -1.31259 3.56854 0.74868 0.02 -0.07 -0.19
C -0.82255 2.27603 1.83508 0.00 -0.13 0.18
C -0.66666 2.57144 3.19480 -0.03 0.04 -0.04
C -0.35228 1.55073 4.06529 0.01 0.00 0.02
C -0.23269 0.25445 3.57709 0.00 0.03 -0.03
C -0.38374 0.05637 2.21933 0.04 0.01 -0.18
N -0.63335 1.04626 1.35560 -0.14 0.25 -0.04
H -0.82285 3.58428 3.53967 0.00 0.00 0.01
H -0.22886 1.75584 5.12179 0.00 0.00 0.00
H -0.01893 -0.58135 4.22860 -0.01 0.00 0.00
H -0.28894 -0.92763 1.77991 0.05 0.00 -0.06
O -1.63618 -3.07531 -1.91269 0.04 0.02 0.11
P -1.33628 -1.52445 -2.14370 0.05 -0.07 -0.29
O -1.48679 -0.70447 -0.86646 0.07 0.10 -0.01
O 0.02382 -1.25725 -2.71995 -0.07 0.00 0.05
O -2.53114 -1.20635 -3.13801 -0.04 -0.11 0.12
P -2.85593 0.37638 -3.50276 0.02 0.11 -0.06
O -3.70333 0.17147 -4.85396 0.06 -0.13 0.01
O -3.73673 0.93562 -2.43050 -0.16 -0.03 -0.07
O -1.56397 1.03400 -3.81028 -0.04 0.00 -0.04
H -0.92726 -3.46978 -1.39122 0.02 0.00 -0.02
H -4.57749 -0.17763 -4.64971 -0.04 0.08 0.03
Se -2.50971 2.26043 -0.73475 -0.51 0.29 0.40
C -2.95461 3.82394 -1.76119 0.01 0.10 -0.13
C -2.74480 3.84351 -3.13222 0.10 0.04 -0.01
C -3.10546 4.98149 -3.83803 -0.03 0.07 0.03
N -3.63248 6.07467 -3.28657 0.01 -0.03 0.01
C -3.81461 6.04234 -1.96833 0.00 0.01 -0.02
C -3.50206 4.95459 -1.16832 -0.07 -0.05 0.07
H -2.28790 3.00425 -3.63838 0.00 -0.02 0.01
H -2.95100 5.01509 -4.91136 0.00 0.00 0.00
H -4.24238 6.93421 -1.52109 0.00 0.00 0.00
H -3.69767 4.99136 -0.10485 0.01 -0.01 0.00
F 4.78874 -6.57389 3.01830 -0.01 -0.02 0.01
C 5.49972 -5.45760 2.74656 -0.03 0.04 -0.02
F 6.49516 -5.84599 1.91993 0.02 -0.01 0.00
F 6.07933 -5.07795 3.89933 0.01 0.00 0.02
C 4.65374 -4.38265 2.14016 0.01 -0.02 0.01
C 4.00860 -4.64330 0.93546 0.01 0.00 0.00
C 3.22875 -3.66906 0.34566 0.02 -0.01 0.00
C 3.07489 -2.41367 0.94899 -0.01 0.03 -0.08
C 3.72824 -2.16982 2.15911 0.00 -0.01 0.03
C 4.51261 -3.14636 2.75123 -0.01 0.00 0.00
C 2.26905 -1.40822 0.32756 0.14 0.03 0.09
C 1.58720 -0.54738 -0.19699 -0.22 -0.20 0.02
H 4.12532 -5.60917 0.46013 0.00 0.00 0.00
H 2.73504 -3.85531 -0.59857 -0.01 -0.01 0.01
H 3.61613 -1.20114 2.62706 0.00 0.00 0.00
H 5.01690 -2.94530 3.68625 0.00 0.00 0.00


# 5
42
Properties=species:S:1:pos:R:3:forces:R:3 method="wB97M-V/def2-TZVPD" charge=-1 orbital_gap_ev=6.7 e_homo_ev=-4.9 lumo_energy_ev=1.8
Rh 2.29573 1.49114 -0.15081 0.25 0.27 -0.15
S 3.39611 5.42683 2.81796 0.02 0.05 0.02
Sb 1.75930 3.99280 2.28497 -0.04 -0.12 -0.11
S 2.61492 1.70167 2.04883 0.02 -0.06 0.01
S 1.53564 3.58690 -0.11935 -0.10 0.08 0.10
S -0.27818 4.03307 3.23168 -0.05 0.04 0.07
O 3.26887 -1.74834 -2.57857 -0.04 -0.01 0.05
C 2.89176 -1.17070 -1.57321 0.09 -0.03 -0.04
O 3.20298 0.04539 -1.26934 -0.06 -0.20 0.05
C 2.05116 -1.96628 -0.57659 -0.01 0.02 0.01
C 2.35290 -3.31983 -0.47313 0.01 0.03 -0.02
C 1.64381 -4.14766 0.37995 0.00 -0.03 0.01
C 0.58801 -3.63706 1.11837 -0.01 0.00 0.01
C 0.25487 -2.29674 1.00549 0.02 0.05 -0.02
C 0.99075 -1.44771 0.17889 0.02 -0.01 0.00
P 0.51454 0.29469 -0.03822 -0.13 -0.08 0.02
C -0.33026 0.30454 -1.65039 -0.01 -0.18 0.00
C -0.45695 1.48852 -2.36976 0.01 0.08 0.01
C -1.13126 1.49487 -3.58233 0.02 0.04 0.02
C -1.67644 0.32333 -4.08293 -0.01 -0.05 -0.01
C -1.55148 -0.86158 -3.36989 -0.01 0.04 -0.04
C -0.88059 -0.87287 -2.15858 0.04 0.04 0.03
C -0.77898 0.65220 1.17242 -0.01 0.01 0.00
C -0.55320 0.44846 2.53411 0.01 0.02 -0.04
C -1.55823 0.70636 3.44776 -0.01 0.00 0.01
C -2.78516 1.18993 3.01696 0.00 -0.01 0.03
C -3.00752 1.41452 1.66919 0.01 0.00 -0.01
C -2.01015 1.14094 0.74520 0.00 0.01 0.02
H 3.15427 -3.70540 -1.08811 0.00 0.00 0.00
H 1.90832 -5.19464 0.45921 0.00 0.00 0.00
H 0.01693 -4.27814 1.77754 0.00 0.00 0.00
H -0.58522 -1.90797 1.56301 -0.02 0.01 0.02
H -0.04008 2.40680 -1.97281 0.02 0.00 0.00
H -1.22261 2.41977 -4.13665 0.00 0.00 0.00
H -2.19363 0.32944 -5.03400 -0.01 0.00 0.00
H -1.97028 -1.77936 -3.76183 0.00 -0.01 0.00
H -0.77604 -1.79988 -1.61033 -0.01 -0.01 -0.01
H 0.41783 0.12029 2.87713 0.02 -0.01 0.00
H -1.36729 0.56938 4.50362 0.00 0.00 0.00
H -3.55963 1.41653 3.73855 0.00 0.00 0.00
H -3.95411 1.81528 1.33141 -0.01 0.00 -0.01
H -2.19142 1.32051 -0.30540 -0.02 0.00 0.00